Entry 1:
Below is the molecule C4H2F2O, with properties calculated with ωB97M-V/def2-TZVPD.

```
9
Properties=species:S:1:pos:R:3:forces:R:3
C -0.658 -0.235 0.177 -3.31 -3.27 -1.37
O 0.201 0.734 0.306 5.77 4.04 0.99
C 0.878 2.813 -1.244 1.62 3.33 -2.73
F 1.041 -1.895 0.580 -3.12 0.66 -0.51
C -0.295 -1.527 0.314 0.73 0.86 -0.74
C 0.461 1.950 -0.533 -2.68 -4.72 3.17
H 1.128 0.433 0.485 -0.64 0.07 0.14
H -1.621 0.237 -0.117 0.44 -1.39 0.29
F -1.136 -2.510 0.032 1.18 0.42 0.76
```
Positions in Å, forces in eV/Å.

Its frontier orbital gap is 8.65 eV.


Entry 2:
Below is the molecule C4H2F2O, with properties calculated with ωB97M-V/def2-TZVPD.

```
9
Properties=species:S:1:pos:R:3:forces:R:3
H 1.706 -0.691 1.386 -2.96 1.18 -1.31
H -1.472 -0.286 -1.193 -1.33 -0.08 -1.01
F -0.075 -1.805 -0.325 0.50 0.25 0.02
C 0.453 -0.560 -0.167 1.12 0.45 -0.47
C -0.992 1.623 -0.147 0.40 -2.95 -3.79
C -1.290 2.200 0.898 -0.93 2.28 3.34
C -0.890 0.414 -0.672 4.45 -0.58 1.96
O 0.783 -0.266 1.097 2.00 -1.04 0.69
F 1.777 -0.629 -0.878 -3.25 0.47 0.57
```
Positions in Å, forces in eV/Å.

Its frontier orbital gap is 8.72 eV.


Entry 3:
Below is a structure of composition C4H2HgO, with properties calculated with ωB97M-V/def2-TZVPD.

```
8
Properties=species:S:1:pos:R:3:forces:R:3
C -0.173 -0.643 0.637 -0.27 2.40 -2.54
C -0.625 1.463 -0.634 -2.24 2.51 1.19
Hg 2.094 0.992 0.131 1.03 0.75 0.26
H 0.547 -0.136 -1.415 -0.41 -0.15 0.39
H 0.091 -2.158 1.306 -1.32 -0.55 -1.74
C 0.215 0.286 -0.454 0.82 -0.61 0.36
O -1.488 1.939 0.038 1.72 -1.26 -1.43
C -0.661 -1.744 0.390 0.67 -3.09 3.51
```
Positions in Å, forces in eV/Å.

Its frontier orbital gap (spin up / spin down) is 4.83 / 7.21 eV. The spin multiplicity is 2. The total charge is +1.


Entry 4:
Below is the molecule C4H2IN, with properties calculated with ωB97M-V/def2-TZVPD.

```
8
Properties=species:S:1:pos:R:3:forces:R:3
H -2.091 0.020 1.172 0.45 0.29 -0.22
I 1.299 -0.825 -3.180 0.06 -0.09 -0.07
H -0.778 -1.228 1.112 -0.05 -3.67 0.15
C -1.040 -0.253 1.081 -1.02 1.40 1.35
C 0.910 1.170 0.609 0.89 -0.66 0.56
C 0.573 0.004 -1.454 0.94 0.64 -0.30
C 0.064 0.418 1.251 -0.53 2.09 -0.50
N 1.062 0.694 -0.591 -0.73 0.01 -0.96
```
Positions in Å, forces in eV/Å.

Its frontier orbital gap (spin up / spin down) is 7.05 / 7.33 eV.


Maximum force (computed, eV/Å): 7.113; 4.897; 4.724; 3.677
Calculated total energy (computed, Ha): -428.25241; -428.36804; -381.67826; -505.81371
ΔE to the lowest compared entry with this formula, charge and spin (computed, kJ/mol): 791.4; 487.8; 63.3; 350.2